A 11-piece molecular cluster, C29H74N9O15 overall at a distorted geometry, computed with wB97M-V/def2-TZVPD.

Last columns: bonded neighbours and bond lengths (Å).
Element x y z (Å)
1 O 4.054 1.404 1.928  C41 1.182
2 O 0.759 -0.087 -1.225  C52 1.270
3 O -4.150 0.314 -0.237  C45 1.279
4 O 6.534 -0.925 -2.050  C39 1.174
5 O -3.120 -1.024 -4.858  C37 1.169
6 O -1.617 -1.743 3.131  C49 1.195
7 O -1.561 5.848 -0.235  C33 1.173
8 O -1.177 -0.401 -0.064  C52 1.369, H57 0.983
9 O -5.257 1.311 1.428  C45 1.238
10 O -0.994 1.182 -1.694  C52 1.274
11 O 0.681 4.736 1.942  C48 1.197
12 O -6.148 1.181 -0.625  C45 1.348, H75 0.972
13 O -0.517 -4.731 -2.120  C34 1.175
14 O 0.382 -1.833 -4.931  C53 1.184
15 O 2.272 -0.206 4.001  C44 1.180
16 N -1.751 -6.210 -0.793  C28 1.541, C34 1.537, H64 1.023, H119 1.025
17 N 4.479 3.604 1.252  C36 1.533, C41 1.544, H58 1.025, H113 1.031
18 N -2.489 4.674 -2.046  C33 1.536, C51 1.532, H81 1.022, H87 1.030
19 N 3.207 -2.236 3.267  C31 1.533, C44 1.499, H80 1.025, H125 1.026
20 N -0.411 5.194 3.913  C40 1.512, C48 1.509, H72 1.029, H95 1.027
21 N -3.122 -3.357 4.033  C30 1.531, C49 1.540, H88 1.025, H107 1.020
22 N 1.333 0.127 -4.134  C46 1.536, C53 1.545, H66 1.036, H91 1.022
23 N -3.737 0.244 -3.001  C27 1.523, C37 1.522, H82 1.024, H122 1.036
24 N 6.297 -2.497 -0.341  C25 1.559, C39 1.517, H76 1.025, H98 1.018
25 C 7.132 -3.605 -1.052  N24 1.559, H63 1.087, H114 1.086, H126 1.090
26 C 2.931 2.021 -0.117  C41 1.523, H67 1.092, H96 1.090, H115 1.085
27 C -4.883 0.896 -3.762  N23 1.523, H65 1.086, H86 1.085, H92 1.096
28 C -1.261 -6.915 0.486  N16 1.541, H108 1.087, H109 1.085, H127 1.086
29 C -3.862 -1.176 2.839  C49 1.484, H73 1.097, H116 1.087, H117 1.092
30 C -3.077 -3.186 5.554  N21 1.531, H69 1.087, H94 1.085, H103 1.088
31 C 2.851 -3.381 4.222  N19 1.533, H70 1.085, H97 1.089, H105 1.086
32 C 2.585 -1.569 -5.706  C53 1.481, H84 1.097, H111 1.088, H121 1.088
33 C -1.331 5.249 -1.217  O7 1.173, N18 1.536, C38 1.474
34 C -1.051 -4.873 -1.083  O13 1.175, N16 1.537, C35 1.531
35 C -1.066 -3.764 -0.028  C34 1.531, H77 1.091, H85 1.092, H112 1.090
36 C 4.032 4.566 2.358  N17 1.533, H56 1.086, H68 1.088, H78 1.090
37 C -3.335 -1.042 -3.709  O5 1.169, N23 1.522, C43 1.500
38 C -0.024 5.022 -1.859  C33 1.474, H74 1.094, H90 1.092, H120 1.091
39 C 5.782 -1.588 -1.441  O4 1.174, N24 1.517, C50 1.523
40 C -1.259 6.425 3.682  N20 1.512, H100 1.095, H101 1.089, H124 1.086
41 C 3.866 2.198 1.073  O1 1.182, N17 1.544, C26 1.523
42 C -1.152 3.275 2.399  C48 1.476, H93 1.096, H99 1.091, H110 1.094
43 C -3.166 -2.203 -2.773  C37 1.500, H55 1.094, H89 1.087, H118 1.093
44 C 2.221 -1.107 3.240  O15 1.180, N19 1.499, C47 1.492
45 C -5.163 0.917 0.258  O3 1.279, O9 1.238, O12 1.348
46 C 0.373 1.172 -4.721  N22 1.536, H59 1.087, H62 1.085, H123 1.087
47 C 1.279 -1.122 2.083  C44 1.492, H60 1.093, H71 1.097, H102 1.086
48 C -0.200 4.372 2.666  O11 1.197, N20 1.509, C42 1.476
49 C -2.758 -2.028 3.347  O6 1.195, N21 1.540, C29 1.484
50 C 4.311 -1.676 -1.827  C39 1.523, H83 1.102, H104 1.090, H106 1.088
51 C -3.312 3.621 -1.295  N18 1.532, H54 1.086, H61 1.087, H79 1.088
52 C -0.437 0.273 -0.998  O2 1.270, O8 1.369, O10 1.274
53 C 1.361 -1.169 -4.973  O14 1.184, N22 1.545, C32 1.481
54 H -4.177 3.345 -1.889  C51 1.086
55 H -2.283 -2.048 -2.145  C43 1.094
56 H 3.806 4.145 3.333  C36 1.086
57 H -2.005 0.130 -0.066  O8 0.983
58 H 4.459 4.079 0.344  N17 1.025
59 H -0.487 0.608 -5.073  C46 1.087
60 H 1.729 -0.956 1.100  C47 1.093
61 H -3.637 4.151 -0.403  C51 1.087
62 H 0.900 1.752 -5.471  C46 1.085
63 H 8.039 -3.080 -1.342  C25 1.087
64 H -2.727 -5.924 -0.676  N16 1.023
65 H -4.438 1.101 -4.731  C27 1.086
66 H 1.227 -0.091 -3.127  N22 1.036
67 H 1.968 2.387 0.247  C26 1.092
68 H 4.777 5.358 2.382  C36 1.088
69 H -2.076 -2.824 5.774  C30 1.087
70 H 2.004 -3.938 3.837  C31 1.085
71 H 0.747 -2.081 2.090  C47 1.097
72 H -0.830 4.583 4.627  N20 1.029
73 H -3.922 -1.255 1.746  C29 1.097
74 H 0.079 3.980 -2.178  C38 1.094
75 H -6.789 1.756 -0.174  O12 0.972
76 H 6.877 -2.092 0.401  N24 1.025
77 H -2.033 -3.276 0.106  C35 1.091
78 H 3.091 5.022 2.051  C36 1.090
79 H -2.596 2.819 -1.124  C51 1.088
80 H 3.240 -2.556 2.295  N19 1.025
81 H -2.160 4.306 -2.940  N18 1.022
82 H -2.944 0.887 -3.081  N23 1.024
83 H 4.079 -2.701 -2.158  C50 1.102
84 H 3.072 -0.631 -6.001  C32 1.097
85 H -0.678 -3.966 0.973  C35 1.092
86 H -5.891 0.538 -3.581  C27 1.085
87 H -3.097 5.434 -2.385  N18 1.030
88 H -4.027 -3.725 3.724  N21 1.025
89 H -3.007 -3.168 -3.247  C43 1.087
90 H 0.241 5.706 -2.668  C38 1.092
91 H 2.271 0.526 -4.211  N22 1.022
92 H -4.958 1.908 -3.346  C27 1.096
93 H -1.096 2.517 3.189  C42 1.096
94 H -3.852 -2.502 5.885  C30 1.085
95 H 0.484 5.355 4.391  N20 1.027
96 H 3.213 2.597 -0.999  C26 1.090
97 H 2.551 -2.937 5.169  C31 1.089
98 H 5.510 -2.913 0.155  N24 1.018
99 H -0.872 2.681 1.527  C42 1.091
100 H -1.048 7.148 4.477  C40 1.095
101 H -2.323 6.297 3.877  C40 1.089
102 H 0.443 -0.443 2.216  C47 1.086
103 H -3.172 -4.206 5.921  C30 1.088
104 H 4.204 -1.298 -2.844  C50 1.090
105 H 3.800 -3.899 4.326  C31 1.086
106 H 3.513 -1.373 -1.153  C50 1.088
107 H -2.456 -4.094 3.797  N21 1.020
108 H -0.238 -6.578 0.630  C28 1.087
109 H -1.398 -7.980 0.331  C28 1.085
110 H -2.201 3.536 2.232  C42 1.094
111 H 3.276 -2.154 -5.102  C32 1.088
112 H -0.381 -3.022 -0.437  C35 1.090
113 H 5.501 3.533 1.370  N17 1.031
114 H 6.512 -4.027 -1.838  C25 1.086
115 H 2.898 0.977 -0.407  C26 1.085
116 H -3.638 -0.153 3.128  C29 1.087
117 H -4.862 -1.490 3.144  C29 1.092
118 H -4.046 -2.215 -2.126  C43 1.093
119 H -1.654 -6.855 -1.584  N16 1.025
120 H 0.720 5.158 -1.072  C38 1.091
121 H 2.316 -2.038 -6.651  C32 1.088
122 H -3.781 0.165 -1.969  N23 1.036
123 H 0.097 1.760 -3.849  C46 1.087
124 H -0.978 6.933 2.765  C40 1.086
125 H 4.194 -1.967 3.347  N19 1.026
126 H 7.393 -4.413 -0.368  C25 1.090
127 H -1.805 -6.484 1.322  C28 1.086

Computed properties:
HOMO energy, eV: -21.68
Calculated total energy, eV: -75311.6766
Net charge: +7